Entry from the Open Molecules 2025 dataset: the molecule C7H13NO at a distorted geometry (ωB97M-V/def2-TZVPD).

The SMILES is C[C@H]1N(C=O)CC1(C)C. For the HOMO energy, the calculation gives -9.210 eV. As for the energy relative to the best compared isomer or geometry (same formula, charge and spin): 45.54 kcal/mol. The value obtained for the calculated total energy is -11005.7781 eV. The orbital gap comes out at 9.970 eV. As for the charge: 0.

Structure (XYZ):
```
22
Properties=species:S:1:pos:R:3:forces:R:3
C 2.689813 0.361016 -0.476824 -0.3815 2.2070 -0.5443
C 0.256079 1.329448 -0.637228 -2.7892 2.1987 -0.7583
C 0.447828 -0.395865 0.566637 2.8026 1.5162 0.6049
C -0.733547 0.308160 0.014299 -1.0425 1.6815 1.2422
C 0.646161 -1.851632 0.473232 0.8964 -0.0487 -2.8384
C -1.546921 -0.461183 -0.917668 -0.8603 -0.9913 -3.9416
C -1.610130 0.972636 1.109691 -1.4486 -2.1519 -2.8867
N 1.338511 0.549020 -0.218270 2.6362 -3.2708 0.9310
O 3.400714 -0.562144 -0.151448 -0.6967 -0.3582 0.3428
H 3.187114 1.252634 -0.981474 -0.8263 -0.5859 0.1004
H 0.010583 1.350866 -1.730069 0.7528 0.4959 0.6749
H 0.125553 2.362952 -0.125623 0.5469 -1.3756 -1.1081
H 0.555391 -0.024645 1.589150 0.1579 -0.6252 0.3521
H 0.549279 -2.206477 -0.632471 -0.2661 0.3420 2.0950
H -0.081996 -2.174442 1.157303 -0.9906 -1.5865 0.6040
H 1.654359 -2.117942 0.749958 0.1220 -0.1406 0.4172
H -1.016495 -1.187131 -1.578499 0.4015 0.5718 0.6144
H -2.052521 0.127464 -1.737175 0.1976 0.0125 1.1713
H -2.290432 -1.108079 -0.508899 -0.6993 -0.1465 0.8586
H -2.277860 0.307556 1.656186 -0.0203 -0.2956 -0.2660
H -2.184129 1.702721 0.591139 -0.9352 0.6715 -0.2839
H -1.067355 1.465070 1.788045 2.4428 1.8797 2.6187
```
Positions in Å, forces in eV/Å.

***

Entry from the Open Molecules 2025 dataset: a cluster of 3 separate species, C31H49BrF3N3O8 in total at a distorted geometry (ωB97M-V/def2-TZVPD).

The SMILES is NC(N)(N)Cc1ccc2c(c1CCC(F)=C(F)F)C(=O)C=C(CCCBr)C2=O.COCCOCCOC.COCCOCCOC. For the HOMO energy, the calculation gives -8.062 eV. As for the energy relative to the best compared isomer or geometry (same formula, charge and spin): 49.44 kcal/mol. The value obtained for the calculated total energy is -131977.5033 eV. The orbital gap comes out at 7.029 eV. As for the charge: 0.

Structure (XYZ):
```
95
Properties=species:S:1:pos:R:3:forces:R:3
N -4.754463 4.317569 1.154330 -0.3038 -0.1161 0.3493
C -3.882560 3.195007 1.618408 -0.5733 0.4772 -0.6630
N -3.237669 3.657169 2.864237 0.3943 -0.8271 0.1553
N -4.765910 2.010725 1.783429 0.8753 -0.3584 -0.0976
C -2.887163 2.902188 0.427595 0.9043 0.8537 0.5897
C -1.644786 2.019222 0.772146 0.3986 -0.7200 0.0780
C -1.664748 1.125419 1.925133 1.9638 -0.1688 -0.7271
C -0.492877 0.327291 2.278287 0.4046 1.2820 -2.0917
C 0.678698 0.453812 1.443697 -0.7505 0.6877 -0.3146
C 0.692371 1.332587 0.259624 -0.4240 -0.2515 1.0052
C -0.460131 2.130219 -0.112426 0.2241 -1.3368 1.6994
C -0.448286 3.045516 -1.365876 -0.1833 -0.4154 0.4666
C -1.338481 2.407834 -2.527664 -0.1102 -0.4839 1.0629
C -1.751945 0.919344 -2.296613 1.2731 -0.0630 0.6248
F -2.983502 0.569522 -1.709505 0.2395 0.7276 -2.2650
C -0.974045 -0.187766 -2.697697 -1.4676 1.0266 -0.0376
F 0.047516 -0.710973 -1.999173 -0.2132 0.9271 -2.3082
F -1.318350 -0.809582 -3.867579 0.3263 -1.1541 2.4194
C 2.048913 1.346055 -0.519052 -0.2241 -0.3833 1.4800
O 2.130683 1.424007 -1.721063 0.0457 0.2336 0.3959
C 3.310408 1.201127 0.394852 -0.8886 -0.0649 0.0189
C 3.305902 0.422439 1.507893 0.0446 0.4154 -0.6181
C 4.579173 0.348582 2.406324 -0.5063 0.3160 1.0174
C 4.411123 -0.545284 3.703931 1.0895 0.3069 -0.1741
C 3.354749 0.020765 4.712487 -1.0412 -0.6308 -1.0645
Br 3.779075 -0.395907 6.605327 -0.1227 0.3127 -0.9339
C 1.971863 -0.345839 1.807431 -0.1073 1.2370 -0.8321
O 1.928064 -1.469130 2.245175 0.0655 0.4505 0.0679
H -4.589863 5.135899 1.747754 0.2044 -0.4261 -0.2914
H -5.733694 4.070224 1.327370 0.4978 -0.1416 -0.1956
H -2.220250 3.700823 2.789803 -0.3322 -0.0466 -0.1686
H -3.416307 3.017300 3.644958 -0.0504 0.3670 -0.4026
H -4.645238 1.551935 2.687469 -0.1275 0.3668 -0.1555
H -4.448707 1.313158 1.099959 -0.4418 0.2347 0.3443
H -2.479110 3.905678 0.109928 -0.5385 -0.9220 0.2994
H -3.482875 2.534642 -0.447096 0.5377 0.1426 0.8395
H -2.542261 1.033039 2.603553 0.7838 0.2605 -0.9233
H -0.436426 -0.358876 3.148255 -0.2931 0.6098 -0.6949
H -0.878377 4.032778 -1.060636 0.5361 -0.7198 -0.4387
H 0.594930 3.170538 -1.736179 -0.8943 -0.0082 0.4227
H -0.818058 2.420103 -3.521808 -0.3738 0.2141 1.0849
H -2.255428 3.055218 -2.619776 0.6260 -1.0240 -0.0148
H 4.199148 1.799120 0.081559 -0.7238 -0.7384 0.1855
H 4.765653 1.395048 2.789257 -0.1883 -0.8807 -0.5519
H 5.505196 0.069859 1.835480 -1.0584 0.0061 0.3877
H 4.208730 -1.585966 3.355090 -0.1666 0.7575 0.6955
H 5.406127 -0.568893 4.232487 -0.9031 0.0749 -0.6124
H 2.376004 -0.490051 4.501233 0.9261 0.4745 0.5227
H 3.147873 1.117498 4.588070 0.6353 -0.9444 0.3726
C -1.605264 1.060804 -11.407569 0.1637 -0.0095 0.1889
O -0.823503 1.548132 -10.336581 -0.1946 -0.0247 0.0408
C -0.902076 2.962075 -10.223545 0.3872 -0.3549 0.1124
C -0.351241 3.415880 -8.881633 -0.2572 0.2067 -0.0365
O -1.297772 3.297618 -7.822509 0.1079 -0.1836 -0.0845
C -1.520538 1.974990 -7.339773 -0.0010 0.2644 0.2407
C -0.390108 1.465121 -6.462856 0.0322 -0.4154 -0.3971
O 0.671748 0.964841 -7.262342 0.1056 0.1924 0.0089
C 1.845760 0.752769 -6.505281 -0.1477 -0.0086 -0.1744
H -1.280793 1.500367 -12.356639 -0.1029 0.0186 -0.0635
H -1.475720 -0.020078 -11.456816 0.0611 0.0608 0.0411
H -2.665369 1.276195 -11.235441 -0.0351 0.0609 -0.1335
H -1.942956 3.291383 -10.323107 0.0110 0.0847 0.0106
H -0.300829 3.399870 -11.030334 -0.0826 0.1831 -0.0398
H -0.133292 4.484679 -8.952750 -0.0893 -0.0191 0.0102
H 0.584195 2.910571 -8.634676 -0.0685 -0.1818 -0.1313
H -1.741388 1.286743 -8.157282 0.2198 -0.0803 0.0111
H -2.420130 2.043546 -6.722202 0.0551 0.0651 0.0152
H -0.757514 0.640793 -5.838685 -0.0821 0.1125 0.1485
H -0.025816 2.276097 -5.819550 -0.0634 0.0511 0.0217
H 2.212337 1.699978 -6.094722 0.0179 -0.0429 0.1466
H 2.608086 0.345839 -7.169178 -0.0965 -0.0059 -0.0156
H 1.662187 0.038097 -5.695804 0.0648 0.0464 0.0985
C -0.723270 -4.495189 3.514120 0.0936 -0.1595 0.2007
O 0.157220 -4.897541 4.542610 -0.1349 0.1574 0.0429
C 1.409100 -4.229687 4.457578 -0.1113 -0.4547 0.2174
C 2.193057 -4.408520 5.747632 0.0583 0.3052 -0.0912
O 1.798857 -3.497044 6.769788 -0.1625 -0.1916 -0.0548
C 0.566701 -3.794541 7.419560 0.2615 0.1367 0.1736
C 0.678202 -4.943029 8.407652 -0.3578 -0.2314 -0.3385
O 0.590443 -6.189715 7.731011 0.1817 -0.0150 -0.0049
C 0.974754 -7.267175 8.558572 -0.0820 0.1194 -0.1939
H -0.289693 -4.698956 2.529665 -0.0315 0.1196 -0.0726
H -1.647305 -5.063994 3.617642 0.0813 -0.0273 0.0397
H -0.958753 -3.429191 3.608282 0.0348 0.0550 -0.1541
H 1.254275 -3.161418 4.267239 0.1008 0.0140 -0.0447
H 1.971899 -4.671191 3.625771 0.1198 0.1730 -0.0823
H 3.239530 -4.169524 5.539406 -0.0501 0.0894 0.0130
H 2.161716 -5.439909 6.103837 -0.1987 -0.0286 -0.1073
H -0.233499 -3.958451 6.695421 0.0194 -0.2404 0.0282
H 0.314633 -2.891195 7.981482 0.0947 -0.0219 0.0160
H -0.152939 -4.889585 9.123352 0.0748 0.1252 0.1399
H 1.629520 -4.874961 8.948152 -0.0046 0.0917 0.0278
H 2.026023 -7.168987 8.850602 -0.0129 -0.0219 0.1478
H 0.858859 -8.189440 7.989694 -0.0452 0.0821 -0.0189
H 0.339979 -7.318062 9.449817 0.0767 -0.0325 0.0888
```
Positions in Å, forces in eV/Å.